Entry 1:
Formula: C14H16O2
Source: the Open Molecules 2025 dataset
Level of theory: ωB97M-V/def2-TZVPD

Output
* gap between HOMO and LUMO: 9.140 eV
* E_tot: -18872.2349 eV
* HOMO level: -8.35 eV
* energy above the lowest of the compared OMol25 structures with the same formula, charge and spin: 9.2 kcal per mole
* SMILES: Cc1ccc(O)cc1.Cc1ccc(O)cc1
* total charge: 0

Geometry (Å):
C -3.547 1.219 -0.347
C -2.338 1.472 0.538
C -1.782 0.370 1.227
C -0.729 0.523 2.089
C -0.162 1.778 2.296
O 0.809 1.853 3.250
C -0.635 2.847 1.571
C -1.731 2.695 0.708
H -4.080 2.166 -0.452
H -4.233 0.492 0.072
H -3.146 0.910 -1.313
H -2.216 -0.585 0.970
H -0.320 -0.328 2.610
H 1.205 2.731 3.258
H -0.411 3.840 1.812
H -2.044 3.523 0.079
C 0.943 -3.129 -2.993
C 1.338 -2.153 -1.907
C 0.694 -0.945 -1.733
C 1.040 -0.067 -0.705
C 2.014 -0.445 0.192
O 2.526 0.484 1.064
C 2.660 -1.675 0.038
C 2.336 -2.529 -0.991
H 0.848 -4.138 -2.598
H 1.621 -3.026 -3.837
H -0.065 -2.907 -3.349
H -0.047 -0.628 -2.460
H 0.543 0.877 -0.615
H 2.659 0.145 1.948
H 3.464 -1.886 0.734
H 2.784 -3.481 -1.155

=====

Entry 2:
Formula: C6H9N
Source: the Open Molecules 2025 dataset
Level of theory: ωB97M-V/def2-TZVPD

Output
* gap between HOMO and LUMO: 10.259 eV
* E_tot: -7856.0060 eV
* HOMO level: -9.40 eV
* energy above the lowest of the compared OMol25 structures with the same formula, charge and spin: 49.7 kcal per mole
* SMILES: C[C@@H]1[C@H](C)[C@@H]1C#N
* total charge: 0

Geometry (Å):
C -1.443 -0.991 -0.618
C -0.207 -0.090 -0.987
C 1.130 0.232 -0.215
C 1.352 -0.605 1.018
C 0.251 1.410 -0.206
C -0.646 1.691 0.867
N -1.508 1.816 1.632
H -2.402 -0.438 -0.657
H -1.464 -1.728 -1.440
H -1.466 -1.593 0.300
H -0.396 0.123 -2.042
H 2.048 0.417 -0.787
H 0.431 -0.642 1.605
H 1.577 -1.598 0.630
H 2.167 -0.294 1.683
H 0.575 2.290 -0.783

=====

Entry 3:
Formula: C4H4O2
Source: the Open Molecules 2025 dataset
Level of theory: ωB97M-V/def2-TZVPD

Output
* gap between HOMO and LUMO: 10.636 eV
* E_tot: -8304.9083 eV
* HOMO level: -10.62 eV
* energy above the lowest of the compared OMol25 structures with the same formula, charge and spin: 50.0 kcal per mole
* SMILES: C#CC(=O)CO
* total charge: 0

Geometry (Å):
C -0.943 -1.725 1.411
C -0.905 -0.658 0.853
C -0.610 0.441 -0.058
O -1.425 1.034 -0.730
C 0.868 0.494 -0.324
O 1.177 1.339 -1.388
H -0.997 -2.688 1.867
H 1.514 0.744 0.524
H 0.984 -0.629 -0.384
H 0.336 1.648 -1.771

=====

Entry 4:
Formula: C28H47BrCdN2OP2
Source: the Open Molecules 2025 dataset
Level of theory: ωB97M-V/def2-TZVPD

Output
* gap between HOMO and LUMO (spin up / spin down): 4.292 / 4.244 eV
* E_tot: -127993.8383 eV
* HOMO level (spin up / spin down): -12.30 / -12.28 eV
* energy above the lowest of the compared OMol25 structures with the same formula, charge and spin: 8.5 kcal per mole
* total charge: +2

Geometry (Å):
N -4.925 3.315 -3.665
C -4.915 3.573 -2.356
C -4.082 2.886 -1.466
C -3.142 1.962 -1.967
C -3.225 1.644 -3.341
C -4.112 2.366 -4.149
C -2.039 1.554 -1.117
Cd -0.281 -0.069 -0.544
P 3.258 -0.411 0.133
C -0.708 1.675 -1.648
C 0.123 2.838 -1.292
C 1.220 3.187 -2.111
C 2.100 4.181 -1.707
C 1.890 4.833 -0.481
C 0.721 4.596 0.260
C -0.156 3.599 -0.141
Br 3.167 5.979 0.169
H -2.233 1.615 -0.053
H -0.545 1.308 -2.677
H -4.089 3.167 -0.416
H -2.571 0.899 -3.790
H -5.575 4.371 -2.009
H -4.151 2.190 -5.227
H 1.342 2.669 -3.071
H -1.083 3.398 0.408
H 2.927 4.461 -2.356
H 0.511 5.194 1.142
P -0.920 -2.508 -0.473
C 3.144 1.401 0.066
C 4.524 2.074 0.027
H 2.578 1.742 0.946
H 2.552 1.689 -0.809
H 4.426 3.160 0.136
H 5.152 1.703 0.845
H 5.032 1.874 -0.924
C 2.838 -1.218 -1.444
C 4.056 -1.988 -1.996
H 2.526 -0.434 -2.153
H 1.979 -1.896 -1.306
H 3.873 -2.340 -3.016
H 4.944 -1.344 -2.014
H 4.282 -2.861 -1.373
C 2.408 -1.052 1.594
C 3.341 -1.708 2.627
H 1.669 -1.782 1.234
H 1.836 -0.230 2.043
H 2.821 -2.515 3.161
H 4.220 -2.142 2.135
H 3.688 -0.980 3.373
C -0.366 -3.213 1.127
C -1.025 -4.531 1.483
H -0.533 -2.456 1.909
H 0.724 -3.370 1.066
H -2.068 -4.394 1.784
H -0.982 -5.211 0.627
H -0.493 -5.006 2.308
C -0.156 -3.634 -1.711
C -0.134 -3.088 -3.136
H -0.725 -4.577 -1.688
H 0.864 -3.856 -1.365
H -1.146 -2.924 -3.527
H 0.429 -2.151 -3.216
H 0.351 -3.817 -3.796
C -2.686 -2.969 -0.675
C -3.647 -2.258 0.278
H -2.771 -4.056 -0.576
H -2.927 -2.719 -1.715
H -4.362 -1.648 -0.293
H -4.248 -2.990 0.836
H -3.144 -1.606 1.009
C 0.225 -0.277 4.495
N -0.927 0.481 4.013
C -1.956 0.862 4.974
C -1.135 0.706 2.714
O -0.328 0.370 1.803
H 0.227 -0.172 5.581
H 1.157 0.122 4.084
H 0.139 -1.341 4.228
H -2.152 1.939 4.924
H -2.904 0.346 4.774
H -1.605 0.597 5.974
H -2.089 1.216 2.496

=====

Entry 5:
Formula: C7H4Cl2N2O2
Source: the Open Molecules 2025 dataset
Level of theory: ωB97M-V/def2-TZVPD

Output
* gap between HOMO and LUMO: 8.434 eV
* E_tot: -39441.1234 eV
* HOMO level: -8.72 eV
* energy above the lowest of the compared OMol25 structures with the same formula, charge and spin: 34.9 kcal per mole
* total charge: 0

Geometry (Å):
C 1.334 -1.046 0.815
C -1.456 1.284 0.366
C -0.125 0.884 0.708
C -2.426 0.451 0.096
C 0.330 -1.795 -1.628
C 0.102 -0.428 0.957
C 1.022 1.784 0.548
N 2.321 -1.631 0.844
N 0.475 -2.988 -1.574
O -3.495 0.130 -0.268
O 0.023 -0.674 -1.755
Cl -1.862 2.898 0.032
Cl -1.402 -1.461 1.046
H 0.866 2.356 -0.431
H 2.041 1.311 0.674
H 1.014 2.559 1.212
H 1.237 -3.633 -1.641

=====

Entry 6:
Formula: C5H7IS
Source: the Open Molecules 2025 dataset
Level of theory: ωB97M-V/def2-TZVPD

Output
* gap between HOMO and LUMO: 8.550 eV
* E_tot: -24232.9149 eV
* HOMO level: -8.20 eV
* energy above the lowest of the compared OMol25 structures with the same formula, charge and spin: 12.5 kcal per mole
* total charge: 0

Geometry (Å):
C 0.621 1.045 -1.322
C 0.427 1.950 -0.393
C 0.157 -0.357 -0.978
C -0.508 -0.220 0.461
C -0.145 -1.286 1.513
S -0.233 1.438 1.123
I -2.676 -0.311 -0.090
H 1.143 1.291 -2.300
H 0.811 3.020 -0.409
H -0.606 -0.714 -1.817
H 1.074 -1.153 -0.970
H -0.503 -1.261 2.445
H 0.877 -1.188 1.575
H -0.437 -2.253 1.164

=====

Entry 7:
Formula: C41H70Br15N4O4S
Source: the Open Molecules 2025 dataset
Level of theory: ωB97M-V/def2-TZVPD

Output
* gap between HOMO and LUMO: 8.511 eV
* E_tot: -1119267.7283 eV
* HOMO level: -10.87 eV
* total charge: +1

Geometry (Å):
C 3.135 -5.047 5.513
C 2.091 -5.097 4.396
C 2.580 -4.553 3.043
C 1.614 -3.530 2.437
C 2.238 -2.850 1.221
N 1.801 -1.455 0.821
C 0.363 -1.098 1.053
C -0.701 -2.189 0.911
C -1.490 -2.407 2.203
O -1.489 -1.745 -0.172
C -2.634 -2.545 -0.492
C -3.908 -1.856 -0.098
C -4.233 -0.648 -0.737
C -5.396 0.048 -0.401
C -6.241 -0.450 0.596
C -5.930 -1.658 1.227
C -4.768 -2.358 0.885
C 2.689 -0.440 1.541
C 2.685 -0.555 3.065
C 3.745 -1.390 3.726
O 3.577 -1.969 4.728
Br 5.481 -1.401 2.876
C 2.235 0.981 1.215
N 2.001 1.127 -0.182
N 1.127 2.157 -0.598
C 0.002 2.260 -0.128
S -1.428 2.390 0.463
C 2.505 0.138 -1.107
C 2.140 0.459 -2.538
C 2.940 1.642 -3.161
C 3.831 2.391 -2.205
N 3.368 3.695 -1.797
O 4.866 1.928 -1.821
C 2.184 -1.323 -0.674
C 1.204 -2.085 -1.558
C 1.881 -2.847 -2.723
O 3.236 -2.490 -2.951
H 4.151 -5.073 5.134
H 3.041 -4.117 6.067
H 2.964 -5.838 6.237
H 1.193 -4.563 4.704
H 1.783 -6.131 4.260
H 2.603 -5.392 2.346
H 3.601 -4.176 3.085
H 1.236 -2.859 3.203
H 0.754 -4.107 2.105
H 3.313 -2.787 1.380
H 2.133 -3.512 0.369
H 0.113 -0.370 0.291
H 0.227 -0.575 1.992
H -0.264 -3.150 0.625
H -2.291 -1.669 2.238
H -1.951 -3.387 2.238
H -0.877 -2.239 3.082
H -2.638 -2.626 -1.579
H -2.561 -3.561 -0.103
H -3.579 -0.261 -1.507
H -5.619 0.969 -0.915
H -7.133 0.091 0.873
H -6.575 -2.054 1.998
H -4.520 -3.291 1.372
H 3.713 -0.583 1.213
H 2.857 0.452 3.452
H 1.731 -0.859 3.483
H 1.362 1.215 1.826
H 3.038 1.642 1.558
H 3.596 0.201 -1.084
H 1.077 0.662 -2.646
H 2.330 -0.402 -3.165
H 2.254 2.349 -3.617
H 3.567 1.267 -3.965
H 3.382 3.683 -0.779
H 4.115 4.337 -2.058
H 3.132 -1.848 -0.727
H 0.388 -1.464 -1.910
H 0.726 -2.850 -0.956
H 1.338 -2.627 -3.638
H 1.796 -3.922 -2.573
H 3.825 -3.126 -2.541
Br 3.219 4.684 2.007
C 2.091 6.139 1.359
C 2.708 6.857 0.191
Br 4.164 8.022 0.735
H 1.922 6.792 2.209
H 1.156 5.673 1.060
H 1.969 7.500 -0.279
H 3.113 6.171 -0.544
Br 8.641 -0.945 1.422
C 9.407 0.444 2.551
C 8.413 1.535 2.845
Br 8.128 2.702 1.319
H 10.289 0.806 2.034
H 9.703 -0.055 3.471
H 8.782 2.174 3.643
H 7.440 1.139 3.116
Br -5.336 3.323 -0.027
C -4.695 5.162 0.036
C -5.597 6.038 0.861
Br -7.238 6.474 -0.083
H -4.610 5.496 -0.993
H -3.704 5.110 0.483
H -5.117 6.991 1.072
H -5.895 5.567 1.793
Br 0.142 5.784 -1.468
C 1.457 5.563 -2.884
C 0.891 5.938 -4.226
Br -0.310 4.562 -4.892
H 1.782 4.530 -2.834
H 2.288 6.213 -2.616
H 1.688 6.018 -4.962
H 0.326 6.863 -4.199
Br -11.070 2.937 3.879
C -10.878 4.748 3.198
C -9.529 4.973 2.572
Br -8.133 5.170 3.915
H -11.064 5.416 4.032
H -11.662 4.866 2.453
H -9.518 5.900 2.005
H -9.228 4.153 1.928
Br -4.904 -4.307 -2.666
C -4.626 -4.170 -4.585
C -3.447 -3.294 -4.912
Br -3.877 -1.405 -4.681
H -5.551 -3.796 -5.011
H -4.452 -5.188 -4.923
H -3.164 -3.402 -5.953
H -2.592 -3.497 -4.280
Br -2.042 -6.012 -6.497
C -0.323 -6.140 -5.593
C -0.441 -6.774 -4.232
Br -1.183 -5.540 -2.914
H 0.083 -5.135 -5.547
H 0.296 -6.753 -6.243
H 0.542 -7.044 -3.854
H -1.082 -7.649 -4.233

=====

Entry 8:
Formula: C22H20N6O3RuS
Source: the Open Molecules 2025 dataset
Level of theory: ωB97M-V/def2-TZVPD

Output
* gap between HOMO and LUMO (spin up / spin down): 6.792 / 4.996 eV
* E_tot: -51621.9180 eV
* HOMO level (spin up / spin down): -14.47 / -14.40 eV
* energy above the lowest of the compared OMol25 structures with the same formula, charge and spin: 12.6 kcal per mole
* spin multiplicity: 5
* total charge: +2

Geometry (Å):
Ru 0.279 -0.151 -0.140
C -3.980 -0.657 -0.495
C -2.510 -0.648 -0.651
N -1.703 -0.048 0.192
N -2.182 0.656 1.247
C -1.165 1.212 1.865
O 0.076 1.026 1.388
C -1.331 2.028 3.046
C -0.195 2.532 3.689
C -0.339 3.301 4.827
C -1.609 3.568 5.319
C -2.741 3.071 4.681
C -2.609 2.299 3.545
C -1.811 -1.293 -1.761
C -2.445 -1.987 -2.758
C -1.682 -2.562 -3.773
C -0.307 -2.423 -3.758
C 0.290 -1.714 -2.731
N -0.451 -1.159 -1.758
H -4.274 -0.111 0.393
H -4.337 -1.689 -0.421
H -4.451 -0.205 -1.373
H 0.792 2.318 3.296
H 0.534 3.692 5.332
H -1.720 4.171 6.212
H -3.725 3.288 5.074
H -3.483 1.906 3.043
H -3.522 -2.083 -2.746
H -2.167 -3.114 -4.568
H 0.315 -2.858 -4.529
H 1.361 -1.586 -2.669
O 7.593 -0.624 -0.539
C 7.435 0.756 -0.802
N 5.996 0.859 -1.044
C 5.406 2.046 -1.179
O 5.976 3.120 -1.142
C 3.905 2.043 -1.381
C 3.337 3.117 -2.049
C 1.958 3.173 -2.218
C 1.192 2.165 -1.689
N 1.744 1.121 -1.020
C 3.084 1.071 -0.865
H 8.532 -0.825 -0.442
H 7.987 1.086 -1.677
H 7.699 1.387 0.040
H 5.516 -0.013 -1.192
H 3.988 3.902 -2.413
H 1.484 3.994 -2.740
H 0.116 2.180 -1.787
H 3.480 0.238 -0.306
S 1.091 -1.951 1.256
C 2.185 -1.998 -0.023
N 2.935 -1.899 -0.904

=====

Entry 9:
Formula: C2H8OPS2
Source: the Open Molecules 2025 dataset
Level of theory: ωB97M-V/def2-TZVPD

Output
* gap between HOMO and LUMO: 9.081 eV
* E_tot: -35201.6890 eV
* HOMO level: -14.08 eV
* total charge: +1

Geometry (Å):
C -0.776 -0.774 -2.107
C -0.326 0.486 -1.417
O -0.129 0.142 0.023
S 0.639 1.211 0.919
P 0.461 -0.061 2.807
S 0.746 -1.901 2.548
H -0.352 -1.647 -1.612
H -1.861 -0.866 -2.101
H -0.432 -0.771 -3.140
H 0.625 0.859 -1.799
H -1.068 1.283 -1.441
H 1.935 0.883 0.676
H -0.815 0.440 3.088
H 1.353 0.715 3.556

=====

Entry 10:
Formula: C5H8O2
Source: the Open Molecules 2025 dataset
Level of theory: ωB97M-V/def2-TZVPD

Output
* gap between HOMO and LUMO: 10.872 eV
* E_tot: -9408.4688 eV
* HOMO level: -9.87 eV
* energy above the lowest of the compared OMol25 structures with the same formula, charge and spin: 31.4 kcal per mole
* total charge: 0

Geometry (Å):
C -0.114 1.354 0.677
C 0.529 0.009 0.983
O 1.887 -0.022 0.548
C -0.142 -1.160 0.306
C -1.363 -1.181 -0.217
C 0.449 0.250 -2.716
O 0.140 -0.617 -3.381
H 0.398 2.152 1.229
H -0.047 1.564 -0.396
H -1.165 1.371 0.979
H 2.222 0.883 0.544
H 0.482 -2.052 0.257
H 0.498 -0.162 2.074
H -1.756 -2.077 -0.688
H -2.019 -0.314 -0.199

=====

Entry 11:
Formula: C3H6N3S
Source: the Open Molecules 2025 dataset
Level of theory: ωB97M-V/def2-TZVPD

Output
* gap between HOMO and LUMO: 8.394 eV
* E_tot: -18503.2117 eV
* HOMO level: -13.17 eV
* energy above the lowest of the compared OMol25 structures with the same formula, charge and spin: 81.9 kcal per mole
* SMILES: [NH2+]=C=NNCC=S
* total charge: +1

Geometry (Å):
N -1.637 2.220 0.890
C -1.263 1.108 0.349
N -1.180 0.149 -0.378
N -0.445 -0.816 -0.759
C 1.057 -0.603 -1.025
C 1.652 0.589 -0.297
S 1.212 0.954 1.233
H -2.185 2.979 0.523
H -1.586 2.233 1.897
H -0.880 -1.684 -1.000
H 1.283 -0.539 -2.094
H 1.789 -1.445 -0.692
H 2.305 1.001 -0.910

=====

Entry 12:
Formula: C3H7NS
Source: the Open Molecules 2025 dataset
Level of theory: ωB97M-V/def2-TZVPD

Output
* gap between HOMO and LUMO: 9.721 eV
* E_tot: -15548.3298 eV
* HOMO level: -8.80 eV
* energy above the lowest of the compared OMol25 structures with the same formula, charge and spin: 30.3 kcal per mole
* SMILES: N[C@H]1C[C@H]1S
* total charge: 0

Geometry (Å):
N -0.268 1.498 1.234
C 0.647 1.072 0.205
C 1.497 -0.174 0.389
C 0.434 -0.120 -0.651
S -1.079 -1.072 -0.583
H -0.995 2.062 0.899
H -0.499 0.798 1.880
H 1.164 1.934 -0.206
H 2.510 -0.004 -0.003
H 1.399 -0.579 1.352
H 0.894 -0.033 -1.710
H -0.803 -2.180 -1.183